The following is a DFT calculation (wB97M-V/def2-TZVPD) of a structure of composition C19H22F6N4O3P2ReSSe2.

XYZ file:
```
60
Properties=species:S:1:pos:R:3
Re 1.71928 -1.04988 -0.72660
N 2.07781 -2.08605 -2.64054
C 1.62078 -3.49730 -2.52102
C 1.82207 -3.96148 -1.09715
O 1.95537 -5.09730 -0.76674
N 1.88145 -2.87303 -0.17647
C 2.76492 -3.05693 0.96765
C 3.93479 -2.06889 0.74482
O 4.98036 -2.09623 1.29693
O 3.58054 -1.12726 -0.17622
H 3.06962 -2.03960 -2.86122
H 1.56411 -1.62091 -3.38623
H 0.56351 -3.55208 -2.76370
H 2.16674 -4.16430 -3.18272
H 2.25314 -2.78878 1.89578
H 3.10481 -4.08575 1.04538
Se 1.05133 0.22186 1.31001
P 1.18117 1.96822 -0.02672
Se 2.17420 1.18583 -1.84226
C 2.11168 3.32261 0.68485
C 3.47864 3.45730 0.46408
C 4.17271 4.47285 1.10273
C 3.50698 5.33653 1.96163
C 2.14289 5.19341 2.18812
C 1.43765 4.18724 1.55058
C -0.45910 2.56243 -0.42755
C -0.55082 3.74473 -1.16683
C -1.79431 4.21247 -1.54847
C -2.93941 3.50631 -1.19247
C -2.84235 2.33329 -0.45955
C -1.59979 1.85135 -0.07615
H 3.99757 2.77574 -0.19819
H 5.23469 4.58712 0.92941
H 4.05360 6.12744 2.45918
H 1.62822 5.86912 2.85865
H 0.37254 4.08057 1.71781
H 0.34257 4.29553 -1.43841
H -1.87330 5.12678 -2.12127
H -3.91158 3.87572 -1.49230
H -3.73430 1.78237 -0.19160
H -1.52194 0.92604 0.48178
F -0.20328 -0.95601 -1.32838
P -1.66177 -1.18820 -2.68389
F -0.44587 -1.41558 -3.70840
F -2.78961 -1.37932 -3.72634
F -1.53812 -2.70991 -2.26119
F -1.47630 0.36168 -2.86072
F -2.59748 -0.93240 -1.43015
S -0.76378 -2.82740 1.47069
C -2.38298 -2.78206 1.90983
N -2.87511 -2.94873 3.14778
C -4.33614 -2.97787 3.18500
C -4.71096 -2.62383 1.72858
N -3.40872 -2.58724 1.07099
H -2.27887 -3.24628 3.89830
H -4.72492 -2.24813 3.89204
H -4.70451 -3.96278 3.46872
H -5.21520 -1.66000 1.66389
H -5.35597 -3.37824 1.28262
H -3.24920 -2.37477 0.10163
```

Properties
Energy above the lowest of the compared OMol25 structures with the same formula, charge and spin ... 0.000 eV
Charge ... +1
HOMO-LUMO gap (alpha / beta) ... 5.04 / 5.37 eV
Expectation value of S² ... 2.06
Max |F| ... 0.008 Eh/bohr
Lowest unoccupied orbital energy (alpha / beta) ... -5.68 / -5.36 eV
Highest occupied orbital energy (alpha / beta) ... -10.727 / -10.724 eV
Multiplicity ... 3